Version a
Formula: C4H10NO
Source: the OMol25 dataset
Level of theory: ωB97M-V/def2-TZVPD

Cartesian coordinates (Å):
C1 2.456 -0.714 0.131
C2 1.518 0.224 -0.537
C3 0.178 -0.129 -0.422
N1 -0.725 0.723 -0.871
C4 -2.135 0.179 -0.898
H1 3.286 -0.181 0.603
H2 1.848 -1.279 0.836
H3 2.849 -1.432 -0.602
H4 1.717 1.100 -1.165
H5 -0.705 -0.076 1.395
H6 -0.720 1.732 -0.711
H7 -2.564 0.501 -1.848
H8 -2.546 0.323 0.101
H9 -1.865 -0.888 -0.874
H10 -1.135 -0.164 2.868
O1 -1.455 0.081 1.993

Results
charge: +1
Kohn-Sham gap: 0.2779 Ha
HOMO level: -15.08 eV

=====

Version b
Formula: C4H10NO
Source: the OMol25 dataset
Level of theory: ωB97M-V/def2-TZVPD

Cartesian coordinates (Å):
C1 0.081 -1.616 -1.444
C2 0.342 -1.056 -0.058
C3 0.215 -1.756 1.051
C4 0.267 1.297 -0.489
N1 0.868 0.299 -0.019
H1 -0.053 -0.830 -2.189
H2 0.914 -2.239 -1.746
H3 -0.826 -2.226 -1.452
H4 0.457 -1.426 2.054
H5 -0.169 -2.766 0.986
H6 0.734 2.268 -0.547
H7 -0.732 1.266 -0.881
H8 1.815 0.429 0.319
H9 -1.038 3.492 1.192
H10 -1.764 2.340 1.952
O1 -1.111 2.523 1.270

Results
charge: +1
Kohn-Sham gap: 0.3666 Ha
HOMO level: -14.51 eV

=====

Version c
Formula: C4H10NO
Source: the OMol25 dataset
Level of theory: ωB97M-V/def2-TZVPD

Cartesian coordinates (Å):
O1 -0.220 2.223 -0.016
C1 0.435 1.469 0.646
C2 0.235 -0.032 0.518
N1 -0.484 -0.246 -0.797
C3 0.483 -0.346 -1.910
C4 -0.563 -0.546 1.732
H1 1.183 1.737 1.410
H2 1.132 -0.646 0.505
H3 -1.120 -1.048 -0.747
H4 -1.009 0.637 -0.896
H5 1.242 0.427 -1.829
H6 -0.002 -0.234 -2.878
H7 0.989 -1.309 -1.929
H8 -1.622 -0.645 1.487
H9 -0.510 0.063 2.633
H10 -0.169 -1.503 2.071

Results
charge: +1
SMILES string: C[NH2+][C@H](C)C=O
Kohn-Sham gap: 0.4278 Ha
HOMO level: -15.25 eV

=====

It turns out version c is the most stable, with the second structure 59.0 kJ/mol higher.

=====

Version a
Formula: C10H10N2O2
Source: the OMol25 dataset
Level of theory: ωB97M-V/def2-TZVPD

Cartesian coordinates (Å):
C1 -4.127 -0.496 0.063
C2 -3.638 0.587 -0.791
C3 -2.365 0.970 -0.758
C4 -1.297 0.235 -0.293
C5 -1.731 -0.744 0.542
C6 -3.103 -1.087 0.786
C7 4.080 -0.338 -0.152
C8 3.804 1.114 0.183
C9 2.501 1.364 0.581
C10 1.607 -0.719 -0.294
H1 -5.043 -1.008 0.095
H2 -4.197 1.191 -1.517
H3 -1.966 1.772 -1.348
H4 -0.423 0.619 -0.412
H5 -1.091 -1.378 1.175
H6 -3.381 -1.888 1.466
H7 3.062 -2.184 -0.578
H8 4.450 1.979 0.414
H9 2.122 2.344 0.917
H10 0.482 0.575 0.902
N1 2.935 -1.207 -0.376
N2 1.570 0.527 0.338
O1 5.172 -0.865 -0.403
O2 0.576 -1.366 -0.540

Results
SMILES string: O=c1cc[nH]c(=O)[nH]1.c1ccccc1
Kohn-Sham gap: 0.3495 Ha
HOMO level: -9.23 eV

=====

Version b
Formula: C10H10N2O2
Source: the OMol25 dataset
Level of theory: ωB97M-V/def2-TZVPD

Cartesian coordinates (Å):
C1 3.414 -0.707 0.246
C2 2.755 0.655 0.035
N1 1.713 0.969 1.047
C3 0.389 0.742 0.569
C4 -0.279 1.803 -0.070
C5 -1.560 1.649 -0.571
C6 -2.161 0.407 -0.431
C7 -1.511 -0.644 0.202
C8 -0.236 -0.496 0.716
C9 -2.416 -1.829 0.168
O1 -2.375 -2.795 0.868
N2 -3.469 -1.559 -0.819
C10 -3.499 -0.080 -0.866
O2 -4.481 0.546 -1.117
H1 3.507 -0.947 1.306
H2 2.821 -1.494 -0.226
H3 4.398 -0.733 -0.224
H4 3.490 1.461 0.008
H5 2.267 0.656 -0.944
H6 1.839 0.320 1.817
H7 0.242 2.748 -0.163
H8 -2.084 2.462 -1.056
H9 0.267 -1.318 1.212
H10 -3.032 -1.815 -1.709

Results
SMILES string: CCNc1ccc2c(c1)C(=O)NC2=O
Kohn-Sham gap: 0.3361 Ha
HOMO level: -9.40 eV

=====

Version c
Formula: C10H10N2O2
Source: the OMol25 dataset
Level of theory: ωB97M-V/def2-TZVPD

Cartesian coordinates (Å):
C1 1.267 -0.865 1.457
C2 -0.130 -1.052 1.344
C3 -0.641 -1.418 0.152
C4 0.106 -1.546 -0.982
C5 1.484 -1.540 -0.940
C6 2.008 -1.041 0.288
C7 0.108 1.766 0.848
C8 -1.333 1.877 1.044
C9 -2.002 1.327 -0.062
C10 -0.115 0.931 -1.616
H1 1.805 -0.797 2.446
H2 -0.670 -0.869 2.267
H3 -1.703 -1.846 0.140
H4 -0.377 -1.899 -1.831
H5 2.108 -1.768 -1.821
H6 3.181 -1.375 0.311
H7 1.535 1.390 -0.251
H8 -1.824 2.371 1.879
H9 -3.117 1.112 -0.001
H10 -2.213 0.353 -1.987
N1 0.494 1.486 -0.451
N2 -1.485 0.896 -1.302
O1 0.977 1.956 1.640
O2 0.539 0.551 -2.571

Results
SMILES string: O=c1cc[nH]c(=O)[nH]1.c1ccccc1
Kohn-Sham gap: 0.3499 Ha
HOMO level: -9.14 eV

=====

Version d
Formula: C10H10N2O2
Source: the OMol25 dataset
Level of theory: ωB97M-V/def2-TZVPD

Cartesian coordinates (Å):
C1 1.867 -1.509 0.231
C2 2.441 -0.904 1.313
C3 3.147 0.316 1.088
C4 2.928 1.112 -0.017
C5 2.095 0.573 -1.059
C6 1.605 -0.669 -0.941
C7 -1.376 -0.946 -0.414
C8 -1.018 0.433 -0.496
C9 -1.897 1.459 -0.222
C10 -3.680 -0.108 0.324
H1 1.543 -2.542 0.403
H2 2.446 -1.321 2.251
H3 3.503 1.026 1.954
H4 3.424 2.075 -0.235
H5 1.899 1.194 -1.865
H6 1.041 -1.042 -1.755
H7 -3.085 -2.069 -0.461
H8 -0.099 0.794 -0.813
H9 -1.496 2.493 -0.436
H10 -3.824 1.885 0.829
N1 -2.765 -1.074 -0.146
N2 -3.134 1.184 0.321
O1 -0.682 -1.985 -0.529
O2 -4.884 -0.376 0.677

Results
SMILES string: O=c1cc[nH]c(=O)[nH]1.c1ccccc1
Kohn-Sham gap: 0.3320 Ha
HOMO level: -8.94 eV

=====

It turns out version b is the most stable, with the second structure 117.4 kJ/mol higher.

=====

Version a
Formula: C4H14NOS
Source: the OMol25 dataset
Level of theory: ωB97M-V/def2-TZVPD

Cartesian coordinates (Å):
C1 1.208 -0.743 -1.290
C2 0.030 0.096 -0.685
C3 -1.048 -0.806 0.012
C4 -2.394 0.023 0.113
S1 -2.489 1.215 -1.226
N1 0.499 0.924 0.434
H1 1.495 -1.419 -0.429
H2 1.961 0.040 -1.404
H3 1.035 -1.189 -2.267
H4 -0.866 0.699 -1.462
H5 -1.137 -1.844 -0.490
H6 -0.898 -0.929 1.128
H7 -2.350 0.628 1.036
H8 -3.220 -0.696 0.226
H9 -0.203 0.644 -2.610
H10 1.222 0.358 0.952
H11 -2.797 0.326 -2.287
H12 0.951 1.798 0.127
H13 3.323 0.967 3.072
H14 3.012 -0.374 3.833
O1 2.669 0.281 3.218

Results
charge: +1
Kohn-Sham gap: 0.2448 Ha
HOMO level: -13.78 eV

=====

Version b
Formula: C4H14NOS
Source: the OMol25 dataset
Level of theory: ωB97M-V/def2-TZVPD

Cartesian coordinates (Å):
C1 1.589 1.066 -0.680
C2 0.291 0.239 -0.483
C3 0.138 -1.076 -1.245
C4 -1.268 -1.807 -1.159
S1 -2.543 -2.124 0.100
N1 0.427 -0.229 0.967
H1 1.622 1.703 0.145
H2 1.681 1.615 -1.537
H3 2.599 0.546 -0.705
H4 -0.519 0.934 -0.732
H5 0.378 -0.898 -2.239
H6 0.756 -1.941 -0.769
H7 -1.121 -2.681 -1.833
H8 -1.927 -1.144 -1.757
H9 -3.149 -0.934 -0.309
H10 -0.430 -0.539 1.346
H11 0.839 0.577 1.423
H12 1.091 -0.925 1.255
H13 0.326 3.184 2.676
H14 -0.837 2.146 2.555
O1 0.057 2.287 2.981

Results
charge: +1
Kohn-Sham gap: 0.3606 Ha
HOMO level: -13.00 eV

=====

Version c
Formula: C4H14NOS
Source: the OMol25 dataset
Level of theory: ωB97M-V/def2-TZVPD

Cartesian coordinates (Å):
C1 -0.078 1.111 -1.103
C2 0.138 -0.273 -1.704
C3 -0.479 -1.421 -0.910
S1 -0.763 -1.101 0.882
C4 0.803 -1.283 1.741
N1 -1.582 1.466 -1.074
H1 0.158 1.184 0.020
H2 0.339 1.883 -1.829
H3 1.237 -0.564 -1.791
H4 -0.132 -0.372 -2.786
H5 0.025 -2.433 -1.130
H6 -1.502 -1.721 -1.310
H7 0.502 -0.769 2.666
H8 1.847 -0.971 1.440
H9 1.062 -2.364 1.992
H10 -1.937 1.120 -2.080
H11 -2.111 1.044 -0.302
H12 -1.680 2.471 -0.999
H13 2.690 2.713 0.748
H14 2.043 2.181 1.969
O1 2.306 1.894 1.081

Results
charge: +1
Kohn-Sham gap: 0.3250 Ha
HOMO level: -12.35 eV

=====

It turns out version c is the most stable, with the second structure 60.6 kJ/mol higher.